Record 1
# C5H9N3

2 unconnected molecules or ions with the total composition C5H9N3 at a distorted geometry (wB97M-V/def2-TZVPD, the Open Molecules 2025 dataset).

Positions of all 17 atoms, in Å:
1 C 2.434 -0.417 0.570
2 C -1.262 -0.185 -0.764
3 C 1.174 -1.065 0.268
4 N -2.110 -0.511 0.286
5 C -0.302 0.949 -0.574
6 C -0.266 1.783 0.468
7 N 0.342 -1.863 0.118
8 N -1.464 -0.504 -1.989
9 H -2.448 -1.463 0.276
10 H -2.139 -0.019 1.164
11 H -1.974 -1.376 -2.107
12 H 0.223 1.196 -1.489
13 H 3.232 -1.156 0.559
14 H 2.386 0.049 1.554
15 H 2.627 0.342 -0.181
16 H -0.823 1.588 1.372
17 H 0.370 2.654 0.468

Summary:
Structure (SMILES) ... [H]/N=C(\N)C=C.CC#N
E_tot ... -360.1218 Ha
E_HOMO (alpha / beta) ... -8.7 / -8.7 eV
Gap between HOMO and LUMO (alpha / beta) ... 9.47 / 9.47 eV
ΔE to the lowest compared entry with this formula, charge and spin ... 47.3 kcal/mol

=====

Record 2
# C5H9N3

A single C5H9N3 molecule at a distorted geometry (wB97M-V/def2-TZVPD, the Open Molecules 2025 dataset).

Positions of all 17 atoms, in Å:
1 C 1.654 -0.547 0.087
2 C 1.349 0.986 0.135
3 C -0.962 1.450 -0.169
4 C -0.921 -1.174 0.152
5 C 0.217 -0.645 -0.629
6 H 2.533 -0.791 -0.463
7 H 1.740 -0.995 1.074
8 H 1.220 1.404 1.186
9 H 2.166 1.622 -0.231
10 H -0.747 2.469 -0.091
11 H -2.877 -0.805 0.201
12 H -0.680 -1.049 1.204
13 H -1.100 -2.205 -0.149
14 H 0.354 -1.083 -1.591
15 N 0.157 0.817 -0.624
16 N -2.053 0.939 0.107
17 N -2.051 -0.393 -0.200

Summary:
Structure (SMILES) ... C1=NNC[C@@H]2CCN12
E_tot ... -360.0981 Ha
E_HOMO ... -8.1 eV
Gap between HOMO and LUMO ... 9.18 eV
ΔE to the lowest compared entry with this formula, charge and spin ... 62.2 kcal/mol

=====

Record 3
# C5H9N3

A gas-phase ion, C5H9N3 (charge +2) at a distorted geometry (wB97M-V/def2-TZVPD, the Open Molecules 2025 dataset).

Positions of all 17 atoms, in Å:
1 C -0.571 -0.373 0.188
2 C 0.641 -1.130 -0.176
3 C 1.927 -0.512 -0.699
4 C 2.167 0.869 -0.842
5 C -2.572 0.584 0.825
6 N -1.628 1.586 0.304
7 N -1.754 -0.678 0.680
8 N -0.524 1.025 0.034
9 H 0.936 -1.808 0.650
10 H 0.516 -1.911 -0.997
11 H 2.626 -1.322 -0.809
12 H 1.686 1.455 -0.083
13 H 1.670 1.497 -1.620
14 H 3.243 1.093 -0.907
15 H -2.753 0.703 1.908
16 H -3.578 0.431 0.424
17 H -2.031 -1.510 1.120

Summary:
Net charge ... +2
E_tot ... -359.3644 Ha
E_HOMO ... -19.8 eV
Gap between HOMO and LUMO ... 8.63 eV
ΔE to the lowest compared entry with this formula, charge and spin ... 84.6 kcal/mol

=====

Record 4
# C5H9N3O

A molecular structure, C5H9N3O at a distorted geometry (wB97M-V/def2-TZVPD, the Open Molecules 2025 dataset).

Positions of all 18 atoms, in Å:
1 C -2.610 0.758 0.187
2 C -1.296 0.367 0.018
3 C 0.061 0.953 0.120
4 C 2.406 0.853 0.008
5 C 1.194 -1.255 -0.172
6 N -3.102 -0.568 0.124
7 N -1.740 -0.969 -0.159
8 N 1.121 0.184 -0.271
9 O 0.264 2.129 0.346
10 H -3.169 1.697 0.225
11 H 2.255 1.854 0.150
12 H 2.888 0.435 0.997
13 H 3.054 0.635 -0.828
14 H 0.296 -1.685 -0.398
15 H 2.066 -1.401 -0.934
16 H 1.536 -1.489 0.776
17 H -3.718 -0.848 -0.658
18 H -1.505 -1.651 0.467

Summary:
E_tot ... -435.3070 Ha
E_HOMO ... -8.7 eV
Gap between HOMO and LUMO ... 9.52 eV
ΔE to the lowest compared entry with this formula, charge and spin ... 94.6 kcal/mol

=====

Record 5
# C5H9N3O

A single C5H9N3O molecule at a distorted geometry (wB97M-V/def2-TZVPD, the Open Molecules 2025 dataset).

Positions of all 18 atoms, in Å:
1 C -0.910 0.900 0.494
2 C -1.068 -0.710 0.456
3 C 0.386 -0.706 -0.133
4 C 1.810 -1.240 -0.253
5 C 0.641 0.584 0.561
6 H -2.215 1.104 -0.994
7 H -0.766 1.545 -1.451
8 H -1.317 1.389 1.388
9 H -1.100 -1.189 1.486
10 H -2.102 -2.211 -0.402
11 H 0.146 -0.461 -1.161
12 H 2.181 -2.239 -0.381
13 H 2.458 1.682 0.238
14 H 0.858 0.430 1.620
15 N -1.379 1.610 -0.674
16 N 2.566 -0.221 -0.272
17 N 1.876 0.952 -0.196
18 O -2.066 -1.219 -0.325

Summary:
Structure (SMILES) ... N[C@H]1[C@@H](O)[C@@H]2C=NN[C@@H]12
E_tot ... -435.3018 Ha
E_HOMO ... -8.9 eV
Gap between HOMO and LUMO ... 9.47 eV
ΔE to the lowest compared entry with this formula, charge and spin ... 97.8 kcal/mol

=====

Record 6
# C5H9N3O2

2 unconnected molecules or ions with the total composition C5H9N3O2 at a distorted geometry (wB97M-V/def2-TZVPD, the Open Molecules 2025 dataset).

Positions of all 19 atoms, in Å:
1 C -4.010 -1.995 -0.575
2 C 1.583 1.093 1.523
3 C 2.329 1.824 0.489
4 C 2.149 1.533 -0.844
5 C 0.134 0.177 -0.330
6 H -3.451 -3.271 -2.079
7 H -2.209 -2.203 -1.679
8 H -3.518 -1.558 0.371
9 H -4.461 -1.110 -1.060
10 H -4.828 -2.743 -0.397
11 H -0.055 -0.061 1.601
12 H 2.920 2.714 0.867
13 H 2.653 2.177 -1.637
14 H 1.108 0.234 -2.213
15 N -3.032 -2.786 -1.307
16 N 0.448 0.556 0.911
17 N 1.180 0.604 -1.246
18 O 1.847 0.794 2.699
19 O -0.777 -0.618 -0.681

Summary:
Structure (SMILES) ... O=c1cc[nH]c(=O)[nH]1.CN
E_tot ... -510.6614 Ha
E_HOMO ... -8.7 eV
Gap between HOMO and LUMO ... 8.86 eV
ΔE to the lowest compared entry with this formula, charge and spin ... 17.9 kcal/mol

=====

Record 7
# C5H9N3O2

A single C5H9N3O2 molecule at a distorted geometry (wB97M-V/def2-TZVPD, the Open Molecules 2025 dataset).

Positions of all 19 atoms, in Å:
1 C 0.276 -0.073 1.954
2 C 0.312 0.838 0.617
3 C -1.634 0.170 -0.737
4 C -0.806 -0.994 -1.198
5 C 1.218 0.201 -0.436
6 H 1.229 -1.429 2.808
7 H 1.316 -1.582 1.425
8 H -0.637 -0.773 1.868
9 H 0.252 0.746 2.829
10 H 0.876 1.891 0.823
11 H -1.667 2.140 0.244
12 H -1.259 -1.282 -2.192
13 H -1.028 -1.854 -0.468
14 H 1.181 -1.180 -2.114
15 N 1.436 -0.913 2.109
16 N -1.023 1.095 0.035
17 N 0.558 -0.693 -1.323
18 O -2.863 0.323 -1.009
19 O 2.457 0.434 -0.511

Summary:
Structure (SMILES) ... NC[C@@H]1NC(=O)CNC1=O
E_tot ... -510.6006 Ha
E_HOMO ... -9.5 eV
Gap between HOMO and LUMO ... 10.04 eV
ΔE to the lowest compared entry with this formula, charge and spin ... 56.1 kcal/mol

=====

Record 8
# C5H9N3O3

2 unconnected molecules or ions with the total composition C5H9N3O3 at a distorted geometry (wB97M-V/def2-TZVPD, the Open Molecules 2025 dataset).

Positions of all 20 atoms, in Å:
1 C -0.926 -2.082 -1.328
2 C -0.372 -2.213 0.086
3 C -1.002 -0.107 -0.585
4 C -0.077 -0.417 1.775
5 C 2.620 1.997 0.240
6 N -1.222 -0.894 -1.666
7 N -0.569 -0.824 0.491
8 N -1.079 1.182 -0.767
9 O -0.906 2.079 0.108
10 O -1.557 1.690 -2.006
11 O 2.350 0.852 -0.048
12 H -1.104 -2.880 -2.124
13 H -0.931 -2.885 0.735
14 H 0.747 -2.314 0.172
15 H -0.506 0.673 1.914
16 H -0.291 -1.030 2.701
17 H 0.999 -0.388 1.652
18 H 3.669 2.260 0.390
19 H 1.873 2.729 0.131
20 H -1.715 2.572 -1.872

Summary:
Structure (SMILES) ... CN1CC=N/C1=[N+](/[O-])O.C=O
E_tot ... -585.7085 Ha
E_HOMO (alpha / beta) ... -7.3 / -7.3 eV
Gap between HOMO and LUMO (alpha / beta) ... 7.95 / 7.94 eV
ΔE to the lowest compared entry with this formula, charge and spin ... 129.1 kcal/mol